Here is a 2-piece molecular cluster, CH3N3O overall from the OMol25 dataset. Energies are from the ωB97M-V functional and the def2-TZVPD basis.

The value obtained for the energy above the lowest of the compared OMol25 structures with the same formula, charge and spin is 99.3 kcal per mole. The structure (SMILES) is N=C=N.N=O. Its HOMO energy is -8.7 eV.

Structure (XYZ):
```
8
CH3N3O (the ωB97M-V functional and the def2-TZVPD basis)
C 1.07046 -0.15384 -0.13818
N 1.72984 -1.14686 0.06448
N 0.32929 0.85822 -0.08795
N -1.85594 0.43174 0.01941
O -1.92485 -0.78420 0.02504
H 1.83999 -1.87870 -0.63598
H 0.84587 1.77619 -0.32057
H -2.03466 0.89745 1.07374
```

Here is an isolated molecule of C2H5N3O from the OMol25 dataset. Energies are from the ωB97M-V functional and the def2-TZVPD basis.

The value obtained for the energy above the lowest of the compared OMol25 structures with the same formula, charge and spin is 9.8 kcal per mole. The structure (SMILES) is [H]/N=C/NC(N)=O. Its HOMO energy is -9.7 eV.

Structure (XYZ):
```
11
C2H5N3O (the ωB97M-V functional and the def2-TZVPD basis)
N 0.55394 -1.99705 0.55033
C 0.35199 -0.65865 0.83642
O 0.67566 -0.17051 1.90171
N -0.28338 0.05749 -0.16165
C -0.47539 1.44061 -0.25998
N -0.84892 1.76528 -1.43626
H 1.20283 -2.42569 1.19532
H 0.59788 -2.34241 -0.39992
H -0.44892 -0.33822 -1.08149
H -0.23265 1.99980 0.66736
H -1.09303 2.66936 -1.81184
```

Here is C12H24N as an isolated structure from the OMol25 dataset. Energies are from the ωB97M-V functional and the def2-TZVPD basis.

The value obtained for the energy above the lowest of the compared OMol25 structures with the same formula, charge and spin is 80.4 kcal per mole. Its HOMO energy is -12.8 eV. Its total charge is +1.

Structure (XYZ):
```
37
C12H24N (the ωB97M-V functional and the def2-TZVPD basis)
C -0.47526 1.54173 -0.92425
C -0.92068 1.07338 0.10553
C 0.46250 1.48320 2.54976
C -1.98275 1.54252 3.17680
C -2.16164 -1.42877 -0.43977
C -2.20145 -2.00102 1.91497
C 2.72104 -1.35678 -3.36023
C 2.89553 0.96004 -2.23049
C -0.79754 0.67074 2.58760
C -1.92580 -0.87476 0.97653
C 2.02388 -0.12072 -2.80213
C -1.21295 0.22416 1.21220
N 1.06070 -0.46205 -1.64248
H -0.74900 2.39513 -1.66003
H 0.83579 1.32529 3.58283
H 1.07110 0.97516 1.85519
H 0.45502 2.51925 2.31460
H -1.83344 2.67620 3.01880
H -2.07831 1.40360 4.24212
H -2.92680 1.29172 2.67784
H -2.00469 -2.45103 -0.42352
H -1.64259 -0.79003 -1.15599
H -3.23454 -1.23310 -0.78592
H -1.30871 -2.47189 2.07402
H -2.30351 -1.68391 2.93669
H -2.97511 -2.66164 1.63158
H 3.54778 -1.09538 -4.20052
H 3.20471 -1.91091 -2.54561
H 2.03157 -2.01758 -4.02468
H 2.47570 1.93183 -2.50848
H 3.78756 0.74216 -2.66618
H 3.05525 0.95697 -1.08139
H -0.61543 -0.06933 3.32187
H 0.40002 0.65122 -1.30495
H 1.52778 0.26218 -3.61456
H 0.39161 -1.08779 -2.01687
H 1.40268 -0.90979 -0.79089
```